75
Properties=species:S:1:pos:R:3 method="wB97M-V/def2-TZVPD" fmax_ev_per_a=6.0 total_charge=+1 energy_ha=-1688.26351 homo_lumo_gap_ev=5.76
C -1.25 -1.97 -1.71
C 0.05 -2.16 -2.68
C 1.36 -2.68 -1.91
C 1.95 -1.67 -0.81
N 2.97 -2.55 -0.10
C 3.72 -1.54 0.68
N 4.34 -2.01 1.79
N 3.59 -0.21 0.12
C 4.79 0.67 0.10
O 5.64 0.58 1.26
C 5.11 1.25 2.40
C 3.68 1.09 2.98
C 3.15 1.85 4.25
C 4.11 2.80 5.01
C 5.56 2.95 4.46
C 6.08 2.22 3.17
C 2.95 -0.50 -1.24
P 2.29 1.21 -1.74
C 3.30 2.03 -3.12
C 4.63 1.23 -3.55
C 0.44 1.20 -2.14
C -0.06 2.76 -2.10
H -2.11 -1.57 -2.36
H -1.05 -1.29 -0.82
H -1.59 -3.00 -1.33
H 0.26 -1.26 -3.33
H -0.25 -3.01 -3.40
H 1.04 -3.64 -1.34
H 2.21 -3.01 -2.61
H 1.24 -1.25 0.00
H 3.60 -2.89 -0.86
H 3.86 -2.07 2.70
H 5.35 -2.26 1.80
H 5.42 0.38 -0.83
H 4.55 1.79 -0.04
H 2.93 0.38 2.49
H 2.07 1.65 4.60
H 3.71 3.32 5.95
H 6.27 3.63 5.03
H 7.15 2.36 2.80
H 3.77 -1.00 -1.89
H 2.65 2.15 -4.07
H 3.53 3.10 -2.77
H 4.92 1.58 -4.62
H 4.51 0.10 -3.62
H 5.51 1.56 -2.88
H 0.34 0.88 -3.24
H -0.19 0.58 -1.42
H 0.43 3.36 -1.26
H -1.21 2.80 -2.05
H 0.22 3.29 -3.10
C -7.08 -3.04 0.38
O -7.55 -1.76 0.75
C -7.22 -1.41 2.10
C -6.21 -0.26 2.12
N -4.90 -0.70 1.65
C -3.96 0.40 1.41
C -4.31 1.40 0.30
O -4.27 0.84 -1.01
C -5.48 0.21 -1.42
H -7.48 -3.27 -0.61
H -5.98 -3.05 0.32
H -7.42 -3.80 1.08
H -6.86 -2.27 2.67
H -8.14 -1.07 2.57
H -6.12 0.12 3.14
H -6.61 0.54 1.49
H -5.01 -1.20 0.78
H -3.00 -0.05 1.17
H -3.81 0.95 2.35
H -3.54 2.18 0.31
H -5.26 1.92 0.47
H -6.36 0.68 -0.98
H -5.45 -0.86 -1.17
H -5.55 0.29 -2.51

---

8
Properties=species:S:1:pos:R:3 method="wB97M-V/def2-TZVPD" fmax_ev_per_a=4.9 spin_multiplicity=3 energy_ha=-1458.38856 homo_lumo_gap_ev="7.68 / 8.62"
C -0.51 -1.97 -0.29
C -1.60 -0.11 0.29
Cl 0.86 -1.53 -1.24
Cl -2.69 -0.65 1.46
Cl -2.43 0.40 -1.22
H -1.27 -2.56 -0.81
H -0.06 -2.39 0.58
H -1.00 0.67 0.73

---

19
Properties=species:S:1:pos:R:3 method="wB97M-V/def2-TZVPD" fmax_ev_per_a=3.5 total_charge=-1 smiles="Nc1cnn(CO[P@@](=O)([O-])O)c1" energy_ha=-963.34970 homo_lumo_gap_ev=8.48
N -2.77 -1.85 -0.01
C -2.15 -0.59 0.04
C -2.68 0.72 0.27
N -1.77 1.65 0.23
N -0.61 1.02 -0.07
C 0.95 1.34 -0.22
O 1.65 0.74 0.75
P 2.58 -0.61 0.14
O 2.47 -1.59 1.21
O 2.19 -0.83 -1.25
O 4.05 0.16 0.19
C -0.81 -0.35 -0.03
H -3.51 -1.90 0.71
H -2.03 -2.47 0.03
H -3.74 1.05 0.17
H 1.14 2.44 -0.30
H 1.09 0.98 -1.23
H 3.94 1.02 -0.35
H 0.00 -0.92 -0.30

---

15
Properties=species:S:1:pos:R:3 method="wB97M-V/def2-TZVPD" fmax_ev_per_a=7.2 total_charge=+1 energy_ha=-324.88209 homo_lumo_gap_ev=9.34
C -0.36 1.73 -0.49
C 0.39 0.92 0.58
C 1.76 0.54 0.77
C -0.93 0.57 -0.90
C -0.14 -0.37 -0.20
N -0.75 -1.59 0.10
O 2.02 -0.57 0.61
H -0.43 2.70 -0.87
H 0.25 0.98 1.67
H 2.59 1.14 1.35
H -1.67 0.33 -1.67
H 0.62 -0.58 -0.99
H -0.48 -2.46 0.50
H -1.07 -1.89 -0.85
H -1.80 -1.46 0.40

---

105
Properties=species:S:1:pos:R:3 method="wB97M-V/def2-TZVPD" fmax_ev_per_a=0.7 total_charge=+2 spin_multiplicity=3 energy_ha=-3017.32598 homo_lumo_gap_ev="6.64 / 7.21"
W -0.35 -0.35 -0.21
O 0.58 -0.76 3.66
C 0.85 -0.45 2.53
O -0.11 0.00 1.70
C 2.23 -0.51 1.96
C 3.26 -0.60 2.90
C 4.57 -0.67 2.46
C 4.89 -0.71 1.11
C 3.87 -0.66 0.19
C 2.53 -0.50 0.59
O 1.56 -0.26 -0.30
N 4.25 -0.78 -1.23
O 5.35 -0.41 -1.53
O 3.44 -1.28 -1.99
N 5.66 -0.74 3.45
O 6.79 -0.81 3.02
O 5.33 -0.70 4.62
H 3.03 -0.60 3.95
H 5.92 -0.79 0.79
C 0.69 0.56 -3.02
C 0.58 0.68 -4.56
N -0.17 -0.44 -5.11
C 0.38 -1.68 -4.59
C 0.17 -1.79 -3.06
N -0.29 -0.47 -2.51
C -1.63 -0.19 -3.13
C -1.55 -0.32 -4.67
H 0.46 1.51 -2.54
H 1.67 0.23 -2.71
H 1.58 0.70 -4.99
H 0.07 1.61 -4.84
H 1.44 -1.71 -4.83
H -0.09 -2.52 -5.10
H 1.11 -2.04 -2.57
H -0.58 -2.53 -2.80
H -1.91 0.82 -2.83
H -2.35 -0.89 -2.72
H -2.01 0.55 -5.14
H -2.10 -1.20 -5.01
N -2.97 -1.97 -0.49
C -4.30 -1.99 -0.50
C -4.73 -0.68 -0.33
C -3.57 0.07 -0.23
N -2.48 -0.72 -0.31
H -2.31 -2.74 -0.51
H -4.85 -2.91 -0.62
H -5.75 -0.33 -0.30
H -3.45 1.13 -0.09
C 3.50 3.19 2.00
C 2.32 3.37 2.70
C 1.10 3.13 2.07
C 1.07 2.72 0.74
C 2.27 2.53 0.05
C 3.48 2.78 0.68
P -0.51 2.26 -0.03
C -1.79 2.88 1.10
C -2.16 4.22 1.00
C -3.09 4.76 1.88
C -3.66 3.97 2.87
C -3.29 2.64 2.98
C -2.36 2.10 2.11
C -0.74 3.30 -1.50
C -1.96 3.19 -2.19
C -2.19 3.94 -3.32
C -1.22 4.82 -3.79
C -0.02 4.94 -3.11
C 0.22 4.19 -1.96
H 4.45 3.39 2.49
H 2.33 3.70 3.73
H 0.18 3.28 2.62
H 2.27 2.18 -0.97
H 4.40 2.65 0.13
H -1.73 4.86 0.24
H -3.37 5.81 1.79
H -4.38 4.40 3.55
H -3.72 2.02 3.76
H -2.07 1.06 2.24
H -2.74 2.54 -1.82
H -3.14 3.86 -3.84
H -1.40 5.41 -4.68
H 0.73 5.64 -3.45
H 1.15 4.33 -1.43
C -2.23 -4.35 3.45
C -2.09 -2.85 3.49
N -1.61 -2.40 2.18
C -0.64 -3.07 1.49
N -0.14 -2.49 0.38
C 0.91 -3.26 -0.33
C 1.74 -4.10 0.62
C 0.81 -5.05 1.33
N -0.30 -4.29 1.91
C -0.89 -4.94 3.09
H -2.99 -4.63 2.71
H -2.56 -4.73 4.42
H -1.39 -2.53 4.27
H -3.04 -2.35 3.68
H -1.56 -1.40 2.08
H 1.56 -2.56 -0.85
H 0.45 -3.91 -1.08
H 2.25 -3.46 1.34
H 2.50 -4.65 0.06
H 1.31 -5.56 2.15
H 0.42 -5.81 0.65
H -0.19 -4.84 3.92
H -0.98 -6.00 2.86

---

11
Properties=species:S:1:pos:R:3 method="wB97M-V/def2-TZVPD" fmax_ev_per_a=2.2 total_charge=-2 spin_multiplicity=2 energy_ha=-226.84731 homo_lumo_gap_ev="3.00 / 7.79"
O 0.63 -1.83 -1.14
H 0.47 -2.75 -0.89
N -0.31 1.09 -0.86
C -0.42 0.96 0.57
N 0.14 -0.31 1.14
H -1.13 0.68 -1.31
H 0.47 0.52 -1.20
H -1.47 1.09 0.87
H 0.16 1.73 1.10
H 0.35 -1.11 0.40
H 1.11 -0.09 1.33